# 1
41
Properties=species:S:1:pos:R:3:forces:R:3 method="wB97M-V/def2-TZVPD" charge=+1 max_force_ev_per_a=0.326 e_above_lowest_ev=0.000 molar_mass_g_mol=533.182 e_tot_ev=-53223.40636 lumo_ev=-4.25
Au -0.848 -0.023 -1.901 -0.040 -0.112 -0.030
C -2.996 -2.019 2.541 0.073 -0.020 -0.072
C -2.104 -1.206 3.461 -0.019 0.011 -0.053
O -1.852 0.045 2.843 0.049 -0.035 0.032
C -1.329 1.036 3.702 -0.007 -0.027 0.001
C 0.160 0.881 3.939 -0.067 -0.049 -0.065
O 0.821 0.968 2.644 0.121 0.035 -0.004
C 1.302 -0.053 2.034 -0.090 0.017 0.004
C -0.740 -1.166 -0.341 0.295 -0.094 -0.103
O 2.386 -1.024 -1.498 -0.120 0.018 0.070
C -0.757 -2.630 -0.254 -0.249 0.080 0.065
C -1.331 -2.996 1.107 -0.063 0.018 0.059
O -2.472 -2.154 1.225 0.079 -0.020 0.077
H -3.952 -1.513 2.423 0.005 0.003 -0.029
H -3.176 -3.006 2.983 0.003 0.013 0.017
H -1.169 -1.734 3.677 0.029 0.012 0.005
H -2.624 -1.065 4.416 -0.034 -0.021 -0.013
H -1.847 1.031 4.667 0.021 0.019 0.015
H -1.516 1.994 3.218 -0.010 -0.003 -0.015
H 0.424 -0.075 4.394 0.018 -0.015 -0.035
H 0.545 1.702 4.542 -0.013 -0.006 0.003
H 1.174 -0.943 2.709 0.026 0.021 0.024
H 1.625 2.222 -2.167 -0.063 -0.062 -0.138
H -0.477 -0.700 0.608 -0.149 0.041 0.078
H 4.012 0.396 -1.366 0.052 -0.027 -0.043
H 0.305 -2.916 -0.330 0.062 0.052 -0.043
H -1.279 -3.098 -1.086 -0.010 -0.004 0.004
H -0.593 -2.772 1.883 0.001 0.009 0.016
H -1.611 -4.050 1.185 0.022 -0.003 -0.020
Cl 2.682 0.437 -1.322 0.035 -0.102 0.089
C 2.266 1.440 -2.542 0.034 0.106 0.018
C 2.807 1.235 -3.837 0.057 0.173 0.006
C 2.623 1.932 -4.991 0.020 -0.048 0.061
C 1.689 2.985 -5.281 -0.070 0.020 0.028
C 0.425 3.124 -4.818 0.247 -0.117 -0.113
Cl -0.567 4.489 -5.168 -0.043 0.014 -0.007
C -0.195 2.086 -4.101 -0.194 0.152 -0.020
N -0.702 1.232 -3.524 0.024 -0.036 0.121
H 3.557 0.448 -3.893 -0.037 -0.017 0.012
H 3.331 1.723 -5.782 -0.055 -0.022 -0.047
H 2.004 3.736 -5.999 0.061 0.024 0.047

=====

# 2
23
Properties=species:S:1:pos:R:3:forces:R:3 method="wB97M-V/def2-TZVPD" smiles=Cc1ccccc1.CC max_force_ev_per_a=5.119 e_above_lowest_ev=2.714 molar_mass_g_mol=122.211 e_tot_ev=-9557.46740 lumo_ev=1.00
C -1.427 2.548 -0.746 0.304 1.114 0.953
C -2.106 1.864 0.441 -2.240 0.641 0.331
H -0.825 1.787 -1.215 0.352 0.263 -0.649
H -2.063 3.130 -1.469 0.513 -0.805 0.837
H -0.827 3.239 -0.154 0.832 0.442 -1.221
H -2.038 2.511 1.437 -0.037 -1.647 -2.037
H -1.627 0.843 0.514 -1.255 1.145 0.475
H -3.210 1.910 0.104 1.348 -1.055 1.293
C -0.180 -1.032 2.247 0.469 -0.480 2.058
C 0.707 -1.875 -1.134 0.589 3.362 -0.235
C -0.095 -1.735 -0.086 1.526 1.126 1.963
C 1.488 -0.798 -1.636 1.288 -1.485 -0.718
C 0.275 -0.714 0.920 -1.974 -3.579 -3.082
C 1.526 0.327 -0.889 -0.798 1.862 2.076
C 0.944 0.343 0.485 1.387 -1.370 -3.950
H 0.534 -2.529 -1.860 -0.807 -3.444 -2.516
H -0.874 -2.443 0.004 -0.720 -0.629 0.898
H 2.037 -1.100 -2.607 -0.900 1.502 1.551
H 1.829 1.323 -1.215 0.594 -0.548 -0.222
H -0.895 -1.883 2.238 0.576 0.564 0.198
H -0.670 -0.152 2.626 -0.167 0.233 0.951
H 1.082 1.104 1.146 0.734 2.434 1.416
H 0.761 -1.304 2.845 -1.614 0.355 -0.371

=====

# 3
5
Properties=species:S:1:pos:R:3:forces:R:3 method="wB97M-V/def2-TZVPD" smiles="[H]/P=C/F" max_force_ev_per_a=5.356 e_above_lowest_ev=1.832 molar_mass_g_mol=63.999 e_tot_ev=-13073.05663 lumo_ev=-0.21
C -0.444 0.366 -0.102 4.745 -2.184 1.182
F -1.707 0.219 -0.030 -2.959 -0.724 -0.370
P 0.548 -1.216 -0.050 -2.998 2.759 -0.272
H -0.268 1.451 0.066 0.866 -0.801 -0.424
H 1.871 -0.819 0.116 0.346 0.950 -0.116

=====

# 4
47
Properties=species:S:1:pos:R:3:forces:R:3 method="wB97M-V/def2-TZVPD" max_force_ev_per_a=6.668 e_above_lowest_ev=4.211 molar_mass_g_mol=372.381 e_tot_ev=-35183.93676 lumo_ev=-1.65
O 0.010 -1.861 0.393 1.785 2.643 -0.114
O 0.349 2.477 1.526 -0.627 3.216 0.693
O 3.947 -0.283 2.013 -1.418 0.304 0.106
O -2.854 2.812 -4.700 -1.799 -2.257 0.920
O -4.721 2.064 -5.530 1.629 -1.115 2.759
C 0.786 -0.832 0.627 -4.016 -3.920 -0.183
C 0.934 1.480 1.260 -0.125 -0.795 -0.047
C 2.766 -0.074 1.734 2.519 -0.029 0.252
C 3.030 -3.074 -0.664 0.061 1.153 -0.865
C 2.679 -3.477 0.554 1.035 0.884 -2.591
C -1.018 0.820 -0.342 5.571 0.748 3.588
C -4.829 -0.889 -2.506 -1.350 0.483 -0.062
C -4.949 0.151 -3.400 -0.261 1.841 -1.465
C -3.774 -1.087 -1.627 -0.764 1.365 -1.491
C -2.777 0.934 -2.627 -0.942 0.108 -0.959
C -3.860 1.031 -3.597 0.937 -1.862 3.243
C -2.793 -0.083 -1.615 -0.908 0.522 -2.212
C 0.246 0.511 0.423 0.157 -0.714 -0.990
N 1.985 -1.138 1.260 -0.407 1.113 -0.196
N 2.195 1.203 1.884 -0.324 -1.535 -1.820
N -3.820 1.996 -4.641 0.297 3.709 -3.613
N -1.756 -0.134 -0.716 -0.481 -2.764 -0.140
C 2.345 -2.573 1.630 -2.109 1.603 1.508
C 4.883 3.601 4.665 -0.525 -0.122 -1.734
C 3.024 2.306 2.370 0.294 2.192 0.569
C 3.343 3.760 4.578 0.685 -1.282 1.142
C 2.662 2.596 3.855 -0.394 0.027 -0.869
H 3.327 -3.753 -1.540 -0.561 1.182 1.618
H 2.987 -1.932 -0.791 0.320 -1.913 -0.419
H 2.682 -4.498 0.747 -0.103 -1.713 0.706
H -1.278 1.834 -0.559 -0.026 0.523 0.087
H -5.784 -1.406 -2.459 0.573 -0.785 0.417
H -5.943 0.360 -3.901 1.581 -0.490 0.314
H -3.905 -1.969 -1.055 0.788 -0.419 1.111
H -1.926 1.659 -2.691 -0.931 -0.881 -0.041
H -1.398 -1.051 -0.384 0.018 -0.250 0.054
H 3.090 -2.526 2.408 0.562 0.307 -0.052
H 1.455 -2.956 2.161 0.131 0.168 -0.358
H 5.260 2.717 5.131 -0.218 -0.700 0.757
H 5.251 4.459 5.180 0.686 0.587 0.226
H 5.336 3.513 3.641 -0.373 0.603 0.731
H 4.091 2.093 2.384 -0.222 -0.774 -0.523
H 2.955 3.250 1.723 -0.518 -1.444 0.706
H 2.925 3.725 5.621 0.384 0.281 -0.819
H 3.183 4.756 4.197 -0.564 0.195 -0.454
H 2.958 1.675 4.360 -0.198 -0.034 0.304
H 1.571 2.684 3.891 0.153 0.040 0.206

=====

# 5
57
Properties=species:S:1:pos:R:3:forces:R:3 method="wB97M-V/def2-TZVPD" spin_multiplicity=6 max_force_ev_per_a=4.929 e_above_lowest_ev=18.914 molar_mass_g_mol=742.973 e_tot_ev=-247788.49087 lumo_ev="-1.14 / -1.13" s2=8.782
Fe 0.183 0.292 0.040 0.216 0.440 0.285
O 3.974 -0.895 1.132 -0.025 -0.026 -0.014
C 2.833 -0.499 1.196 0.078 0.014 0.021
O 2.090 -0.186 0.169 -0.210 -0.095 -0.045
C 2.186 -0.304 2.583 0.030 -0.025 -0.027
P 0.381 -0.455 2.442 -0.237 -0.366 -0.245
C 0.043 -2.242 2.179 -0.142 0.532 0.148
C 0.981 -3.166 2.436 0.246 -0.270 0.114
C 0.901 -4.618 2.244 -0.708 1.235 -0.211
C -0.087 -5.266 1.655 1.748 -1.769 -0.314
C -1.866 -3.550 1.107 -1.893 2.446 0.103
C -1.306 -2.466 1.632 1.321 -0.694 0.299
C -0.309 -0.088 4.081 0.073 0.160 0.040
C -1.109 -0.979 4.787 0.024 -0.077 0.010
C -1.644 -0.616 6.016 -0.005 0.009 0.010
C -1.383 0.636 6.551 0.006 -0.002 -0.015
C -0.587 1.533 5.850 -0.010 -0.022 0.011
C -0.063 1.177 4.620 -0.040 0.041 -0.031
H 2.399 0.720 2.902 -0.025 0.012 -0.012
H 2.654 -0.968 3.307 0.014 0.033 0.024
H 1.908 -2.828 2.885 0.025 -0.036 -0.049
H 1.726 -5.183 2.665 -0.044 -0.144 -0.026
H -2.085 -5.910 2.005 0.527 0.800 -0.079
H -3.027 -5.291 0.574 1.269 0.817 -0.507
H -1.957 -1.591 1.649 -0.016 0.003 -0.223
H -1.313 -1.967 4.392 0.018 0.009 -0.016
H -2.264 -1.319 6.556 -0.003 0.003 0.000
H -1.800 0.914 7.509 0.003 0.002 0.002
H -0.382 2.514 6.259 -0.002 0.001 0.001
H 0.538 1.894 4.071 0.000 -0.010 -0.010
C 2.410 3.101 0.317 0.004 -0.027 0.003
C 0.957 3.458 0.242 -0.014 0.036 0.000
C 0.577 4.818 0.335 -0.011 -0.008 -0.004
C -0.735 5.171 0.255 0.009 0.007 -0.002
C -1.721 4.175 0.074 -0.004 0.010 0.018
C -3.111 4.417 -0.032 0.003 -0.023 -0.004
Br -3.784 6.187 0.053 0.000 0.002 0.007
C -3.985 3.382 -0.196 0.015 0.004 0.002
C -3.519 2.060 -0.267 -0.035 0.006 0.012
Br -4.767 0.664 -0.479 0.016 -0.004 -0.001
C -2.176 1.744 -0.181 0.005 0.009 0.043
O -1.714 0.526 -0.250 0.163 -0.119 -0.105
C -1.270 2.844 0.001 -0.025 -0.012 -0.018
N 0.056 2.512 0.091 -0.018 -0.056 -0.008
H 2.976 3.683 -0.412 -0.001 0.008 0.006
H 2.575 2.045 0.123 -0.004 -0.006 -0.006
H 2.810 3.350 1.303 -0.003 -0.007 0.003
H 1.347 5.566 0.468 -0.002 0.004 -0.007
H -1.036 6.208 0.324 0.004 0.001 -0.003
H -5.046 3.570 -0.273 0.000 0.003 -0.001
Cl -1.607 -5.174 0.894 -3.030 -3.884 -0.167
C -1.353 -6.130 -0.463 0.697 0.613 0.915
Cl -2.487 -5.913 -1.708 -0.379 -0.092 -0.123
C 0.890 -2.630 -1.176 0.031 0.071 0.170
O 1.618 -3.519 -1.126 0.011 -0.032 -0.051
O 0.139 -1.739 -1.219 -0.098 -0.086 -0.132
H -0.530 -6.816 -0.563 0.428 0.556 0.211

=====

# 6
10
Properties=species:S:1:pos:R:3:forces:R:3 method="wB97M-V/def2-TZVPD" charge=+2 spin_multiplicity=3 max_force_ev_per_a=0.866 e_above_lowest_ev=0.000 molar_mass_g_mol=128.594 e_tot_ev=-51873.46664 lumo_ev="-10.28 / -14.66" s2=2.009
O -1.325 -0.913 0.953 -0.198 -0.496 -0.452
Cu -0.197 -0.036 -0.259 0.669 -0.396 0.383
O -2.094 0.028 1.662 0.055 0.631 0.279
H -2.997 -0.178 1.366 -0.441 -0.066 0.018
O 1.464 0.187 -1.005 -0.402 0.431 -0.310
H -1.093 -1.621 1.587 0.097 -0.071 0.100
C 2.086 1.073 -1.798 -0.379 0.283 0.120
H 1.475 1.918 -2.132 0.052 -0.140 0.000
H 3.017 1.397 -1.266 0.292 -0.045 -0.011
H 2.562 0.509 -2.637 0.254 -0.130 -0.127

=====

# 7
16
Properties=species:S:1:pos:R:3:forces:R:3 method="wB97M-V/def2-TZVPD" max_force_ev_per_a=6.612 e_above_lowest_ev=7.098 molar_mass_g_mol=116.128 e_tot_ev=-11136.96184 lumo_ev=0.29
C -1.426 0.442 0.282 -3.657 0.924 2.134
C 2.018 -0.352 -0.335 0.172 0.407 3.620
H -3.684 -1.523 -0.691 0.221 5.284 0.368
H -3.461 0.513 -1.132 -0.978 -3.667 1.839
H -2.200 1.229 1.044 2.173 -2.277 -2.616
H -0.001 0.672 1.697 -0.068 0.789 -3.946
H 0.531 -1.122 0.987 0.503 1.655 -4.566
H 3.424 1.001 -0.885 2.738 -0.818 -0.465
H 2.113 2.009 -0.843 0.217 -5.328 1.093
H 2.187 -1.879 0.631 1.043 -0.380 -0.798
N -3.416 -0.343 -0.357 0.380 -2.086 -2.962
N -1.960 -0.536 -0.396 1.227 2.954 1.959
N -0.077 0.746 0.529 0.257 -1.989 2.163
N 0.598 -0.458 -0.024 0.703 -1.394 4.425
N 2.524 0.888 -0.579 -3.103 5.617 -1.594
N 2.832 -1.287 0.070 -1.828 0.310 -0.654

=====

# 8
12
Properties=species:S:1:pos:R:3:forces:R:3 method="wB97M-V/def2-TZVPD" smiles="N#CCO.N=C=N" max_force_ev_per_a=1.109 e_above_lowest_ev=2.150 molar_mass_g_mol=99.093 e_tot_ev=-9708.43360 lumo_ev=0.56
O -2.728 0.756 -0.016 -0.218 -0.065 -0.253
C -1.505 0.106 0.202 0.230 -0.103 0.103
C -0.423 0.793 -0.536 0.595 0.599 -0.638
N 0.350 1.367 -1.177 -0.792 -0.531 0.567
N 2.751 0.378 0.206 -0.351 -0.318 0.319
C 1.980 -0.531 0.449 0.388 0.142 -0.086
N 1.225 -1.441 0.807 0.517 0.346 -0.142
H -2.915 0.703 -0.962 -0.170 0.106 0.111
H -1.509 -0.947 -0.111 0.011 0.173 0.127
H -1.301 0.147 1.273 0.080 -0.065 -0.160
H 2.523 0.997 -0.567 -0.004 -0.095 0.017
H 1.551 -2.328 0.433 -0.286 -0.189 0.034